DFT (ωB97M-V/def2-TZVPD) results for a structure of composition C4H12N2 in a non-equilibrium geometry.

E_HOMO	-8.5	eV
energy	-269.00796	Ha
energy relative to the best compared isomer or geometry (same formula, charge and spin)	2.9495	eV
LUMO energy	1.0838	eV
orbital gap	9.56	eV
multiplicity	1

Last column: natural (NBO) charge in e.
Cartesian coordinates (Å):
C 1.04 -0.54 1.63  -0.305
C 1.29 0.47 0.42  -0.415
C 0.04 0.94 -0.33  -0.228
C -1.69 0.29 -1.87  -0.414
N -0.55 -0.18 -1.09  -0.652
N -0.15 -1.40 1.40  -0.833
H 1.00 0.26 2.38  0.184
H 0.62 -1.46 0.64  0.407
H 1.87 -0.02 -0.36  0.199
H 1.83 1.33 0.81  0.217
H -0.76 1.26 0.34  0.168
H 0.21 1.71 -1.08  0.194
H -2.55 0.56 -1.24  0.164
H -1.97 -0.44 -2.62  0.199
H -1.38 1.18 -2.42  0.185
H -0.82 -0.88 -0.42  0.381
H -0.09 -2.17 2.06  0.365
H 2.06 -0.92 1.76  0.185